(1)
This record from OMol25 describes a structure of composition C37H50Br48N2S at a distorted geometry. The level of theory is the ωB97M-V functional and the def2-TZVPD basis.

Geometry as ORCA input:
```
! RIJCOSX wB97M-V def2-TZVPD def2/J DEFGRID3
* xyz 0 1
C 7.40 -1.01 1.45
C 6.99 -2.59 1.13
C 6.02 -2.68 -0.20
C 4.52 -1.97 0.03
C 3.63 -2.93 1.05
C 2.46 -3.67 0.15
C 1.04 -3.90 0.99
C -0.26 -3.56 0.05
C -0.56 -1.95 -0.13
C -2.00 -1.49 0.57
C -1.77 -0.64 1.97
C -2.05 0.99 1.71
C -0.84 1.94 2.26
C -0.84 3.48 1.72
C -1.37 3.69 0.18
C -0.15 3.32 -0.87
C 0.30 4.41 -2.05
C 1.55 4.09 -3.12
C 2.36 2.67 -3.00
N 3.53 2.09 -3.77
S 3.86 0.50 -3.03
N 2.65 0.27 -1.74
C 1.91 1.58 -1.86
C 0.65 1.88 -0.81
H 7.13 -0.29 0.55
H 6.87 -0.69 2.46
H 8.57 -0.93 1.64
H 8.01 -3.13 0.84
H 6.54 -3.14 2.05
H 6.61 -2.18 -1.09
H 5.89 -3.83 -0.45
H 4.62 -0.93 0.57
H 4.03 -1.91 -1.04
H 4.38 -3.80 1.39
H 3.23 -2.32 1.97
H 2.16 -3.00 -0.79
H 2.94 -4.70 -0.22
H 0.99 -5.07 1.23
H 1.02 -3.34 2.02
H -0.03 -4.00 -1.02
H -1.25 -4.06 0.46
H -0.63 -1.68 -1.27
H 0.36 -1.34 0.34
H -2.67 -2.45 0.85
H -2.60 -0.91 -0.25
H -2.64 -1.00 2.71
H -0.70 -0.80 2.42
H -3.04 1.32 2.30
H -2.29 1.08 0.57
H 0.25 1.48 2.08
H -0.94 2.01 3.45
H 0.30 3.84 1.72
H -1.42 4.15 2.47
H -2.39 3.16 -0.07
H -1.57 4.86 0.06
H -0.25 5.46 -2.18
H 1.84 4.87 -3.94
H 0.41 1.00 -0.05
C -2.10 -7.17 -0.17
Br -0.27 -7.31 -0.81
Br -2.98 -8.90 -0.13
Br -2.20 -6.27 1.56
H -2.64 -6.55 -0.88
C 1.80 8.41 -1.82
Br 1.02 9.57 -3.18
Br 1.65 6.53 -2.30
Br 3.64 8.91 -1.42
H 1.22 8.56 -0.90
C 3.08 2.56 3.59
Br 1.81 2.08 4.98
Br 4.79 1.66 3.83
Br 2.35 2.25 1.81
H 3.27 3.63 3.68
C 10.64 -2.57 -1.19
Br 8.82 -2.65 -1.89
Br 10.83 -1.21 0.18
Br 11.25 -4.31 -0.57
H 11.28 -2.28 -2.02
C -7.26 -8.76 0.61
Br -6.54 -10.57 0.55
Br -7.00 -7.94 2.35
Br -6.56 -7.65 -0.83
H -8.34 -8.84 0.45
C 5.98 3.96 -1.38
Br 5.85 5.76 -2.10
Br 5.18 3.83 0.39
Br 5.25 2.63 -2.60
H 7.05 3.74 -1.27
C -4.40 1.62 -2.23
Br -5.18 2.77 -3.59
Br -4.55 -0.26 -2.71
Br -2.56 2.11 -1.83
H -4.98 1.76 -1.32
C -2.34 7.70 -4.89
Br -1.23 8.32 -6.36
Br -1.61 6.12 -4.04
Br -2.70 9.12 -3.60
H -3.31 7.42 -5.32
C -7.95 5.24 -1.98
Br -6.50 4.85 -0.73
Br -9.66 5.40 -1.07
Br -7.56 6.79 -3.08
H -8.02 4.38 -2.65
C -7.22 -2.17 0.54
Br -8.01 -1.02 -0.81
Br -7.38 -4.05 0.07
Br -5.39 -1.68 0.94
H -7.80 -2.03 1.46
C -1.76 -3.10 5.46
Br -1.63 -5.04 5.57
Br -0.21 -2.32 4.58
Br -3.42 -2.53 4.62
H -1.77 -2.72 6.48
C -0.56 4.35 7.60
Br -0.43 2.41 7.72
Br 0.99 5.13 6.72
Br -2.22 4.92 6.77
H -0.57 4.73 8.63
C 2.71 -7.28 3.70
Br 2.42 -5.89 5.02
Br 1.52 -7.10 2.17
Br 4.58 -7.38 3.15
H 2.47 -8.24 4.18
C -3.44 7.40 -10.11
Br -3.58 9.20 -10.83
Br -4.24 7.26 -8.34
Br -4.17 6.07 -11.33
H -2.37 7.18 -9.99
C 4.52 -5.96 -3.00
Br 6.34 -6.52 -2.58
Br 3.20 -7.01 -2.03
Br 4.27 -4.05 -2.72
H 4.37 -6.15 -4.06
C -10.52 -0.61 2.65
Br -11.31 0.54 1.30
Br -10.68 -2.49 2.18
Br -8.69 -0.11 3.06
H -11.10 -0.47 3.57
*
```

- Electronic energy: -3415009.27778 eV
- LUMO level: -1.8 eV
- Strongest force on any atom: 7.353 eV/A

---

(2)
This record from OMol25 describes a structure of composition C37H50Br9FO21 at a distorted geometry. The level of theory is the ωB97M-V functional and the def2-TZVPD basis.

Geometry as ORCA input:
```
! RIJCOSX wB97M-V def2-TZVPD def2/J DEFGRID3
* xyz 0 1
C -7.96 -17.26 -23.36
C -8.75 -17.97 -24.47
C -8.52 -17.41 -25.88
O -8.53 -18.62 -26.74
C -8.19 -19.65 -25.99
O -7.88 -20.77 -26.40
O -8.25 -19.28 -24.70
H -8.46 -16.31 -23.16
H -6.98 -16.90 -23.69
H -7.78 -17.80 -22.43
H -9.77 -18.23 -24.19
H -7.64 -16.77 -25.97
H -9.46 -16.90 -26.13
C -2.23 -11.58 -20.67
C -2.73 -12.61 -21.78
C -1.89 -13.88 -22.13
O -2.90 -14.88 -22.16
C -4.11 -14.42 -21.84
O -5.14 -15.07 -22.09
O -4.00 -13.17 -21.32
H -2.49 -10.54 -20.88
H -1.14 -11.62 -20.69
H -2.51 -11.73 -19.62
H -3.13 -12.17 -22.69
H -1.13 -14.04 -21.37
H -1.31 -13.77 -23.05
C -0.72 -12.43 -26.41
C -2.03 -11.65 -26.47
C -3.36 -12.22 -26.10
O -3.86 -11.33 -25.14
C -2.86 -10.61 -24.66
O -2.96 -9.86 -23.67
O -1.76 -10.68 -25.41
H 0.18 -11.82 -26.51
H -0.92 -12.98 -27.33
H -0.55 -13.04 -25.52
H -2.16 -11.22 -27.47
H -3.21 -13.22 -25.70
H -4.06 -12.13 -26.93
C -4.28 -18.36 -23.21
C -3.86 -17.72 -24.61
C -4.55 -16.50 -25.14
O -3.47 -15.56 -25.40
C -2.25 -16.15 -25.11
O -1.15 -15.68 -25.35
O -2.50 -17.40 -24.65
H -3.54 -19.06 -22.85
H -5.25 -18.86 -23.27
H -4.38 -17.60 -22.43
H -3.95 -18.45 -25.42
H -5.29 -16.07 -24.46
H -5.09 -16.82 -26.03
C -7.61 -10.14 -27.89
C -6.39 -10.12 -28.92
C -6.22 -8.97 -29.85
O -4.93 -8.48 -29.73
C -4.35 -9.10 -28.73
O -3.17 -9.01 -28.41
O -5.32 -9.86 -28.04
H -7.57 -10.93 -27.14
H -8.61 -10.30 -28.30
H -7.61 -9.14 -27.46
H -6.18 -11.05 -29.44
H -6.93 -8.19 -29.58
H -6.32 -9.32 -30.88
C -6.37 -10.43 -23.10
C -7.20 -11.71 -23.24
C -8.34 -11.62 -24.29
O -8.11 -12.55 -25.34
C -7.02 -13.22 -25.06
O -6.64 -14.22 -25.62
O -6.43 -12.68 -23.90
H -5.87 -10.17 -24.04
H -5.55 -10.42 -22.39
H -7.04 -9.65 -22.73
H -7.64 -12.01 -22.29
H -8.34 -10.59 -24.67
H -9.32 -11.86 -23.87
C -7.24 -17.20 -29.75
C -7.90 -15.73 -29.93
C -7.22 -14.89 -28.80
O -6.59 -13.84 -29.50
C -6.49 -14.12 -30.79
O -5.70 -13.62 -31.60
O -7.30 -15.17 -31.10
H -8.05 -17.83 -29.38
H -6.60 -17.25 -28.87
H -6.68 -17.63 -30.57
H -8.98 -15.79 -29.98
H -6.46 -15.38 -28.19
H -7.92 -14.36 -28.17
F -12.99 -10.93 -24.38
C -12.70 -10.45 -23.15
C -11.34 -10.27 -22.96
C -10.92 -9.57 -21.75
C -11.91 -8.97 -21.02
C -13.25 -9.21 -21.25
C -13.68 -10.04 -22.25
H -10.77 -10.49 -23.85
H -9.87 -9.37 -21.56
H -11.62 -8.34 -20.19
H -13.96 -8.69 -20.62
H -14.74 -10.23 -22.32
C -7.49 -6.48 -23.51
Br -6.53 -6.73 -25.20
Br -9.24 -7.41 -23.97
Br -7.81 -4.69 -23.05
H -6.90 -6.99 -22.75
C -5.74 -8.84 -19.94
Br -5.68 -10.81 -19.67
Br -7.57 -8.20 -20.13
Br -4.52 -7.99 -21.31
H -5.40 -8.26 -19.08
C -9.53 -11.00 -18.19
Br -11.47 -10.62 -17.82
Br -9.32 -11.75 -20.06
Br -8.96 -12.50 -16.98
H -8.90 -10.12 -18.03
*
```

- Electronic energy: -715273.84172 eV
- LUMO level: -1.0 eV
- Strongest force on any atom: 4.641 eV/A